Entry from OMol25: a cluster of 2 separate species, C4H9NS in total in a non-equilibrium geometry (wB97M-V/def2-TZVPD).

Values from the calculation:
calculated total energy: -16613.3961 eV
strongest force on any atom: 5.94 eV Å⁻¹
HOMO-LUMO gap (alpha / beta): 8.8578 / 7.7855 eV

Geometry as ORCA input:
```
! RIJCOSX wB97M-V def2-TZVPD def2/J DEFGRID3
* xyz 0 1
C 4.76015 0.38662 0.99143
C -3.54790 -0.05795 0.76179
C -4.30650 -0.16687 -0.32230
C 0.93050 -0.08633 -0.87012
N 1.98368 0.12474 0.00997
S 3.45549 -0.17108 -0.49285
H 4.53806 0.80444 1.91921
H 5.67308 0.33959 0.43544
H -3.36036 0.74825 1.34694
H -2.86751 -0.82827 1.07757
H -4.03865 -1.06590 -0.87295
H -4.98615 0.60625 -0.77241
H 0.05092 -0.62367 -0.38163
H 1.28878 -0.79798 -1.61205
H 0.42642 0.78817 -1.21803
*
```


Entry from OMol25: an isolated molecule of C4H9NO in a non-equilibrium geometry (wB97M-V/def2-TZVPD).

Values from the calculation:
SMILES: CCCC(N)=O
calculated total energy: -7831.4827 eV
strongest force on any atom: 3.32 eV Å⁻¹
HOMO-LUMO gap: 10.5395 eV

Geometry as ORCA input:
```
! RIJCOSX wB97M-V def2-TZVPD def2/J DEFGRID3
* xyz 0 1
C -1.77973 -0.69024 0.97788
C -0.81022 -0.60771 -0.18907
C 0.17451 0.51429 0.07554
C 1.17024 0.66254 -1.04025
O 0.81949 0.95285 -2.17008
N 2.38862 0.40863 -0.50952
H -2.47864 -1.51973 0.86422
H -2.35119 0.24261 1.05914
H -1.23267 -0.82798 1.91918
H -0.24183 -1.54159 -0.30705
H -1.33673 -0.44512 -1.13803
H -0.31268 1.48470 0.20985
H 0.74776 0.27473 1.06364
H 3.21736 0.47052 -1.10622
H 2.17465 0.22092 0.52014
*
```


Entry from OMol25: an isolated molecule of C4H9ClNOP in a non-equilibrium geometry (wB97M-V/def2-TZVPD).

Values from the calculation:
SMILES: C[C@@H]1CNP(CCl)O1
calculated total energy: -29641.4131 eV
strongest force on any atom: 3.79 eV Å⁻¹
HOMO-LUMO gap: 8.4894 eV

Geometry as ORCA input:
```
! RIJCOSX wB97M-V def2-TZVPD def2/J DEFGRID3
* xyz 0 1
C 1.42868 1.07536 0.61082
C 0.59861 1.34088 -0.68392
C 1.14410 0.58718 -1.84551
C -1.56068 -1.62141 0.83028
N 0.44623 0.54668 1.51842
O -0.79971 1.12152 -0.35724
P -1.13787 0.59088 1.09774
Cl -3.27891 -1.68609 0.78447
H 2.12793 0.18339 0.41237
H 1.84427 1.96421 0.95653
H 0.57689 2.51016 -0.92828
H 1.45152 -0.49796 -1.72630
H 2.20473 1.00153 -2.09811
H 0.57036 0.79429 -2.67313
H -1.17701 -2.08969 -0.10032
H -1.25332 -2.26042 1.72201
H 0.57848 0.71715 2.51769
*
```


Entry from OMol25: a structure of composition C13H21N3OPtS5 in a non-equilibrium geometry (wB97M-V/def2-TZVPD).

Values from the calculation:
calculated total energy: -77743.6326 eV
strongest force on any atom: 1.39 eV Å⁻¹
HOMO-LUMO gap (alpha / beta): 7.4328 / 4.3396 eV

Geometry as ORCA input:
```
! RIJCOSX wB97M-V def2-TZVPD def2/J DEFGRID3
* xyz 2 5
Pt -0.16643 0.72349 0.55707
N 0.37063 0.31721 4.87276
C 0.32358 0.59539 3.57726
O 0.25411 -0.29491 2.72020
C 0.32651 2.06772 3.20709
C 0.66135 2.29953 1.74695
H 0.34521 -0.64208 5.19122
H 0.44602 1.04521 5.56626
H 1.04129 2.59042 3.85159
H -0.66456 2.46222 3.44430
H 1.73861 2.20711 1.55748
H 0.28769 3.26067 1.39364
C 1.55606 -1.91695 0.26321
C 2.61820 -2.79336 -0.49465
N 2.85010 -2.19198 -1.77240
C 1.65380 -2.14901 -2.55515
C 0.62824 -1.21662 -1.81316
N 1.23351 -0.77020 -0.56973
C 2.43389 0.00875 -0.84522
C 3.44279 -0.89715 -1.64167
H 1.94748 -1.57479 1.22165
H 0.64944 -2.49220 0.45247
H 2.24814 -3.80970 -0.62820
H 3.55238 -2.83573 0.06427
H 1.25064 -3.15627 -2.65858
H 1.87471 -1.76013 -3.54884
H -0.28736 -1.76860 -1.59321
H 0.38323 -0.35040 -2.43179
H 2.87980 0.32575 0.09971
H 2.17098 0.89338 -1.43201
H 4.38624 -0.97935 -1.10237
H 3.64178 -0.47952 -2.62855
C -3.88391 2.33537 -3.35770
S -5.14116 1.58422 -2.30576
C -4.32495 0.90634 -0.93617
C -2.99765 0.90055 -0.54860
S -1.63986 1.51478 -1.36544
S -2.65355 0.12160 0.99545
C -4.30664 -0.40599 1.34873
S -4.68948 -1.26813 2.68285
S -5.45145 0.12439 0.15726
H -4.43765 2.72934 -4.20923
H -3.16881 1.58971 -3.68947
H -3.38294 3.14992 -2.84354
*
```


Entry from OMol25: an isolated molecule of C5H8O2 (wB97M-V/def2-TZVPD).

Values from the calculation:
SMILES: C[C@@]1(O)C[C@H]2O[C@H]21
calculated total energy: -9407.5664 eV
strongest force on any atom: 0.34 eV Å⁻¹
HOMO-LUMO gap: 10.7103 eV

Geometry as ORCA input:
```
! RIJCOSX wB97M-V def2-TZVPD def2/J DEFGRID3
* xyz 0 1
C -1.53880 -0.66025 0.22675
C -0.08100 -0.26292 0.37071
O 0.49458 -0.74495 1.57046
C 0.92195 -0.58065 -0.78270
C 1.20392 0.91615 -0.88607
O -0.04329 1.54326 -1.18989
C 0.24161 1.22867 0.16649
H -1.89858 -0.47847 -0.78957
H -1.67216 -1.71850 0.47111
H -2.16132 -0.07087 0.91499
H -0.05561 -0.44095 2.30456
H 1.75905 -1.16816 -0.39866
H 0.51492 -1.03042 -1.69276
H 2.10867 1.43625 -1.18366
H 0.20605 2.03180 0.89825
*
```


Entry from OMol25: an isolated molecule of C3H7NO2 (wB97M-V/def2-TZVPD).

Values from the calculation:
SMILES: NC(=O)CCO
calculated total energy: -8809.5386 eV
strongest force on any atom: 0.53 eV Å⁻¹
HOMO-LUMO gap: 10.9563 eV

Geometry as ORCA input:
```
! RIJCOSX wB97M-V def2-TZVPD def2/J DEFGRID3
* xyz 0 1
N -0.03488 0.57247 -1.55422
C 1.04810 0.50788 -0.60671
O 2.18552 0.75169 -0.93259
C 0.67185 0.05253 0.78606
C -0.44614 -0.99552 0.82553
O -1.69443 -0.45959 0.46135
H -0.43812 1.50812 -1.54536
H 0.35710 0.42413 -2.48070
H 0.33268 0.92655 1.35466
H 1.59247 -0.31843 1.25199
H -0.16795 -1.85706 0.19503
H -0.55182 -1.35938 1.85141
H -1.58429 -0.18740 -0.46546
*
```


Entry from OMol25: a structure of composition C41H66NO30S2 in a non-equilibrium geometry (wB97M-V/def2-TZVPD).

Values from the calculation:
calculated total energy: -128174.4258 eV
strongest force on any atom: 5.68 eV Å⁻¹
HOMO-LUMO gap: 7.4192 eV

Geometry as ORCA input:
```
! RIJCOSX wB97M-V def2-TZVPD def2/J DEFGRID3
* xyz -1 1
C 3.49561 1.38396 1.35839
C 3.74848 2.92932 1.01879
C 3.86425 3.68316 2.44963
C 2.53064 3.60041 0.20146
C 1.93450 2.64514 -0.93146
S 0.42059 3.32071 -1.77206
O 0.89523 3.90186 -3.09878
O -0.53976 2.19262 -2.12243
N -0.32772 4.59365 -0.92317
S -1.06198 4.03081 0.50880
O -0.67363 2.59656 0.78394
O -0.49331 4.87084 1.64928
C -2.87882 4.33933 0.52697
C -3.75426 3.16985 -0.10501
C -3.64386 1.76762 0.65334
C -4.96850 0.89481 0.62955
O -5.45764 0.47377 1.69179
O -5.59039 0.54542 -0.60940
H 2.35924 1.23627 1.37665
H 3.96994 1.18038 2.38109
H 3.94541 0.71706 0.53940
H 4.74497 3.04474 0.46701
H 4.85347 3.40335 2.96870
H 3.04569 3.26354 3.14097
H 3.81551 4.81376 2.35269
H 1.70826 3.78199 0.96636
H 2.95278 4.57033 -0.24156
H 2.72893 2.54481 -1.75133
H 1.63234 1.60737 -0.54931
H -3.20992 4.65655 1.57911
H -3.05543 5.26808 -0.12826
H -3.57681 3.09653 -1.23704
H -4.85243 3.50384 -0.00725
H -2.82714 1.16208 0.11329
H -3.28294 1.86370 1.73443
H -5.08779 -0.22505 -0.94642
C 3.19390 0.76836 7.91717
C 3.50903 1.18863 6.49832
C 2.98836 0.24076 5.45798
O 3.90876 0.42386 4.38764
C 5.08164 0.83343 4.94458
O 6.12211 0.89928 4.35938
O 4.91595 1.15578 6.25819
H 2.11777 0.67827 8.07526
H 3.66833 -0.18381 8.15788
H 3.58902 1.50012 8.62429
H 3.15785 2.21084 6.31982
H 1.97407 0.48788 5.14056
H 3.01892 -0.80915 5.76793
C 7.27198 -0.23156 10.79479
C 5.90455 0.11929 11.33895
C 5.41198 -0.83129 12.39028
O 3.99818 -0.73968 12.24576
C 3.75686 -0.38326 10.95554
O 2.67668 -0.40058 10.43917
O 4.90699 -0.00575 10.32622
H 8.02136 -0.25026 11.58898
H 7.25817 -1.20395 10.29613
H 7.57866 0.50041 10.04339
H 5.89539 1.15443 11.69821
H 5.71725 -0.53417 13.39496
H 5.71417 -1.86890 12.21777
C -0.84634 4.43694 -5.39240
C -1.21502 5.59673 -6.29106
C -2.57362 5.46927 -6.91357
O -2.42608 6.20743 -8.12562
C -1.10652 6.15493 -8.45796
O -0.66034 6.50682 -9.51314
O -0.36256 5.64901 -7.43896
H -1.56254 4.32266 -4.57894
H -0.79835 3.50440 -5.95588
H 0.14350 4.59191 -4.96340
H -1.11017 6.54287 -5.74801
H -3.35825 5.90214 -6.29112
H -2.84453 4.43883 -7.16344
C -0.24410 -1.95868 -6.04744
C -0.95365 -1.11989 -5.00822
C -2.44234 -1.30037 -5.00328
O -2.90256 -0.04498 -4.51462
C -1.95289 0.87607 -4.84751
O -2.09649 2.05666 -4.75948
O -0.81826 0.26991 -5.29653
H -0.43987 -3.02000 -5.89779
H -0.55277 -1.67842 -7.05917
H 0.83465 -1.79251 -5.99416
H -0.52484 -1.30428 -4.01740
H -2.75996 -2.11007 -4.34457
H -2.86629 -1.46383 -5.99804
C 5.70914 -4.37931 6.02263
C 5.10191 -4.19679 7.39641
C 4.79445 -2.76764 7.73595
O 4.90189 -2.76112 9.15682
C 5.76486 -3.75868 9.48808
O 6.23076 -3.91396 10.58002
O 6.03273 -4.55475 8.41736
H 5.04600 -3.99902 5.24272
H 6.67345 -3.87020 5.94864
H 5.90003 -5.43808 5.83182
H 4.21729 -4.83366 7.50558
H 3.79152 -2.47302 7.42365
H 5.51821 -2.05445 7.32829
C -2.19702 -5.39896 -9.95303
C -2.79408 -5.21680 -8.57535
C -3.13212 -3.79315 -8.24729
O -3.01135 -3.76732 -6.82746
C -2.11856 -4.74198 -6.49391
O -1.63690 -4.87673 -5.40735
O -1.84401 -5.54168 -7.56099
H -2.87763 -5.04277 -10.72904
H -1.24573 -4.86760 -10.04226
H -1.98272 -6.45481 -10.13518
H -3.66177 -5.87323 -8.45096
H -4.14464 -3.52707 -8.55281
H -2.42968 -3.06722 -8.66971
C -8.06417 -2.07877 -7.08750
C -7.77663 -2.44866 -8.52624
C -8.88354 -3.21959 -9.18502
O -8.18304 -3.98770 -10.15924
C -6.91836 -4.15815 -9.68866
O -6.11570 -4.91019 -10.15921
O -6.68336 -3.36266 -8.60887
H -8.96922 -1.47299 -7.00776
H -8.17812 -2.97184 -6.46762
H -7.22857 -1.51314 -6.66857
H -7.51464 -1.55340 -9.10037
H -9.61732 -2.56814 -9.66177
H -9.40228 -3.90501 -8.50761
C -1.60848 -0.90183 4.21228
C -1.29910 -0.49793 2.78726
C -1.83796 -1.45007 1.75875
O -0.92389 -1.28489 0.68083
C 0.25727 -0.88205 1.22555
O 1.29218 -0.82783 0.63289
O 0.10407 -0.54720 2.53779
H -2.68540 -0.97794 4.37727
H -1.14200 -1.85955 4.45956
H -1.20026 -0.16657 4.91024
H -1.64064 0.52644 2.60253
H -2.85232 -1.19479 1.44710
H -1.81585 -2.49738 2.07813
*
```


Entry from OMol25: an isolated molecule of C6H10O (wB97M-V/def2-TZVPD).

Values from the calculation:
SMILES: CCC/C=C\C=O
calculated total energy: -8430.7489 eV
strongest force on any atom: 0.53 eV Å⁻¹
HOMO-LUMO gap: 9.9716 eV

Geometry as ORCA input:
```
! RIJCOSX wB97M-V def2-TZVPD def2/J DEFGRID3
* xyz 0 1
C -0.84828 -0.37875 0.67463
C -1.84425 -1.44748 0.24975
O 1.63887 -1.08424 -0.85397
C 2.32022 -0.14985 -0.47653
C 1.82125 1.17336 -0.05271
C 0.53347 1.55058 -0.09106
C -0.61659 0.65465 -0.44041
H -1.19794 0.13554 1.57857
H -2.82973 -1.00793 0.05958
H -1.95495 -2.21537 1.02190
H -1.50459 -1.93854 -0.66940
H 0.10916 -0.84450 0.92120
H 3.42346 -0.25861 -0.44397
H 2.57974 1.87681 0.28328
H 0.29734 2.57329 0.20474
H -0.39783 0.11885 -1.37090
H -1.52936 1.24219 -0.59472
*
```